{"formula": "C4H13NO2", "method": "ωB97M-V/def2-TZVPD", "symbols": ["N", "C", "C", "C", "C", "H", "H", "H", "H", "H", "H", "H", "H", "H", "H", "H", "O", "H", "H", "O"], "positions_angstrom": [[-1.360, -1.521, -1.139], [-1.863, -0.262, -0.505], [-0.556, 0.679, -0.313], [0.215, 0.187, -1.601], [-0.006, -1.266, -1.779], [-1.968, -1.818, -1.831], [-2.471, -0.274, 0.438], [-2.577, 0.278, -1.211], [0.031, 0.408, 0.507], [-0.680, 1.738, -0.341], [1.282, 0.522, -1.441], [-0.111, 0.834, -2.509], [0.852, -1.790, -1.468], [-0.006, -1.676, -2.728], [-0.549, -2.678, 0.161], [-0.247, -3.232, 1.523], [0.290, -2.886, 0.722], [2.746, 4.724, 4.061], [3.938, 4.089, 4.830], [3.039, 3.944, 4.624]], "total_charge": -1, "lumo_energy_ev": [3.03, 3.13], "multiplicity": 2, "relative_energy_kj_mol": 160.6, "s2": 0.75, "homo_lumo_gap_ev": [1.64, 8.69], "e_tot_ha": -365.32990}



{"formula": "C4H5NO", "method": "ωB97M-V/def2-TZVPD", "symbols": ["C", "C", "C", "C", "O", "N", "H", "H", "H", "H", "H"], "positions_angstrom": [[-2.449, 0.049, 0.330], [-0.992, -0.008, 0.444], [0.214, -0.011, 0.455], [1.616, -0.415, 0.340], [1.967, -1.492, 0.782], [2.460, 0.373, -0.394], [-2.727, -0.206, -0.699], [-2.807, 1.060, 0.544], [-2.946, -0.653, 1.009], [3.331, -0.060, -0.652], [2.351, 1.361, -0.561]], "lumo_energy_ev": 0.85, "multiplicity": 1, "relative_energy_kj_mol": 126.8, "smiles": "CC#CC(N)=O", "homo_lumo_gap_ev": 10.61, "e_tot_ha": -285.36630}



{"formula": "C40H41BeN4O3SiTe", "method": "ωB97M-V/def2-TZVPD", "symbols": ["Be", "C", "O", "C", "C", "C", "C", "C", "C", "N", "N", "C", "C", "C", "C", "O", "C", "N", "C", "C", "C", "C", "H", "H", "H", "H", "H", "H", "H", "H", "H", "H", "H", "H", "C", "Si", "C", "C", "N", "C", "C", "C", "C", "C", "C", "O", "C", "C", "C", "C", "C", "C", "H", "H", "H", "H", "H", "H", "H", "H", "H", "H", "H", "H", "H", "H", "H", "H", "H", "H", "C", "C", "C", "C", "C", "C", "Te", "C", "C", "C", "H", "H", "H", "H", "H", "H", "H", "H", "H", "H", "H"], "positions_angstrom": [[-1.078, 1.052, -1.513], [6.300, 0.516, 9.219], [4.957, 0.916, 9.092], [4.425, 0.960, 7.831], [3.086, 1.340, 7.761], [2.445, 1.381, 6.545], [3.114, 1.055, 5.352], [4.471, 0.727, 5.439], [5.118, 0.671, 6.663], [2.330, 1.070, 4.216], [2.882, 0.688, 3.139], [2.128, 0.593, 2.001], [2.870, 0.297, 0.839], [2.335, 0.206, -0.427], [0.972, 0.425, -0.616], [0.359, 0.390, -1.768], [0.174, 0.687, 0.531], [-1.121, 0.931, 0.220], [-1.981, 1.222, 1.178], [-1.598, 1.240, 2.509], [-0.272, 1.007, 2.849], [0.688, 0.762, 1.849], [6.530, 0.560, 10.281], [6.974, 1.189, 8.679], [6.451, -0.506, 8.855], [2.570, 1.582, 8.681], [1.397, 1.646, 6.483], [5.008, 0.508, 4.526], [6.161, 0.387, 6.696], [3.933, 0.149, 0.976], [2.951, -0.016, -1.288], [-2.992, 1.437, 0.852], [-2.331, 1.450, 3.274], [0.034, 1.024, 3.876], [-4.474, -0.613, -3.812], [-3.755, -0.265, -2.092], [-2.849, -1.812, -1.529], [-5.152, -0.005, -0.817], [-2.637, 1.057, -2.125], [-3.033, 2.360, -2.248], [-4.319, 2.852, -2.538], [-4.575, 4.214, -2.575], [-3.575, 5.144, -2.332], [-2.289, 4.693, -2.052], [-2.043, 3.339, -2.042], [-0.792, 2.776, -1.736], [0.353, 3.514, -2.003], [1.287, 3.679, -0.995], [2.404, 4.466, -1.230], [2.585, 5.081, -2.458], [1.656, 4.882, -3.471], [0.540, 4.096, -3.248], [-4.988, -1.576, -3.814], [-3.661, -0.664, -4.537], [-5.180, 0.146, -4.154], [-3.539, -2.657, -1.464], [-2.404, -1.668, -0.542], [-2.048, -2.088, -2.215], [-6.000, -0.657, -1.035], [-5.520, 1.020, -0.774], [-4.788, -0.268, 0.178], [-5.121, 2.151, -2.722], [-5.580, 4.557, -2.786], [-3.782, 6.204, -2.349], [-1.491, 5.390, -1.834], [1.135, 3.199, -0.037], [3.129, 4.608, -0.439], [3.443, 5.717, -2.631], [1.795, 5.346, -4.438], [-0.200, 3.935, -4.021], [-0.938, -7.983, -1.984], [-0.552, -6.568, -2.329], [-0.946, -5.988, -3.523], [-0.600, -4.681, -3.862], [-1.094, -4.149, -5.182], [0.173, -3.908, -2.979], [0.629, -1.856, -3.361], [0.598, -4.503, -1.774], [1.451, -3.741, -0.797], [0.227, -5.806, -1.467], [-1.778, -8.313, -2.596], [-1.221, -8.066, -0.933], [-0.103, -8.668, -2.154], [-1.545, -6.566, -4.222], [-0.893, -4.862, -5.985], [-0.609, -3.206, -5.416], [-2.174, -3.982, -5.140], [0.975, -2.797, -0.530], [2.416, -3.501, -1.246], [1.617, -4.319, 0.115], [0.548, -6.236, -0.522]], "total_charge": -1, "lumo_energy_ev": 1.24, "multiplicity": 1, "relative_energy_kj_mol": 116.3, "homo_lumo_gap_ev": 3.76, "e_tot_ha": -2566.06135}